(1)
Here is a molecular structure, C9H11I2O7PtS2Se3Te from the OMol25 dataset. Energies are from wB97M-V/def2-TZVPD.

CARTESIAN COORDINATES (ANGSTROEM)
Pt: -1.636139 -0.578446 -0.030464
Se: -1.156654 -3.712860 -1.498404
Se: -2.084025 -4.704431 -3.326277
Te: -4.042962 -2.287171 -3.072901
Se: -1.170317 -1.455618 -2.174154
O: -0.877170 4.710174 0.927362
S: -0.701937 3.350733 1.356797
O: -0.008898 3.143719 2.609662
O: -1.990713 2.595344 1.314292
C: 0.351113 2.567750 0.119117
C: 1.698733 2.563358 0.460149
C: 2.664944 2.082689 -0.409079
C: 2.284188 1.589911 -1.642847
C: 0.942458 1.568753 -1.989604
C: -0.040809 2.043672 -1.124270
S: -1.728515 1.929486 -1.790239
O: -1.567271 1.179010 -3.030108
O: -2.278811 3.242104 -1.900843
O: -2.518975 1.091051 -0.820228
H: 1.974442 2.945065 1.432691
H: 3.707602 2.093896 -0.117365
H: 3.022943 1.209591 -2.337215
H: 0.635723 1.182032 -2.949071
I: -2.194034 0.496718 2.343389
I: -2.640539 -1.861855 3.696282
C: 1.458638 -1.567080 0.558115
C: 0.339427 -2.153337 1.412475
C: 0.688699 -3.548103 1.907082
O: -0.878640 -2.261498 0.700386
H: 2.399323 -1.541576 1.113921
H: 1.219978 -0.548865 0.246877
H: 1.605500 -2.175935 -0.340082
H: 0.199256 -1.495984 2.282288
H: 0.864962 -4.208134 1.052808
H: -0.132393 -3.953845 2.498074
H: 1.590865 -3.530316 2.521383

Atoms 1-6, force components in eV/Å:
Pt 0.0 0.0 0.1
Se 0.0 -0.2 0.0
Se 0.0 0.0 0.1
Te 0.1 0.1 0.1
Se -0.1 0.0 -0.2
O 0.0 0.0 0.0

Summary:
**Orbital gap (spin up / spin down)**: 7.433 / 5.536 eV
**⟨S²⟩**: 6.02
**LUMO energy (spin up / spin down)**: 0.06135 / -0.02568 Ha
**Net charge**: -1
**2S+1**: 5

=====

(2)
Here is a single C20H21BrN2O2S molecule in a non-equilibrium geometry from the OMol25 dataset. Energies are from wB97M-V/def2-TZVPD.

CARTESIAN COORDINATES (ANGSTROEM)
C: 2.979174 0.921973 5.022382
N: 2.344006 0.856280 3.686303
C: 1.474800 -0.308870 3.469972
C: 1.289818 -0.517809 1.944331
C: 0.732449 0.728774 1.176017
C: 0.775450 0.497530 -0.330667
O: -0.072649 -0.617147 -0.646634
C: -1.053583 -0.449105 -1.610485
C: -0.828695 -0.040707 -2.927382
C: 0.525335 0.057856 -3.487796
C: 1.494700 -0.848221 -3.133283
C: 2.709878 -0.813001 -3.928157
C: 2.587089 0.100258 -4.933795
S: 1.027179 0.996882 -4.889234
C: -2.040616 0.117771 -3.736903
O: -2.044503 0.620831 -4.842791
N: -3.262842 -0.271967 -3.306339
C: -3.476095 -0.776821 -2.022726
C: -4.758766 -1.196648 -1.579325
C: -4.965768 -1.715131 -0.295129
C: -3.900931 -1.703073 0.588627
Br: -4.090378 -2.446863 2.379002
C: -2.659940 -1.195057 0.189868
C: -2.410030 -0.779287 -1.136773
C: 1.599772 1.992861 1.600373
C: 1.732672 2.079523 3.120387
H: 3.755941 1.719755 5.026729
H: 2.230868 1.082141 5.800261
H: 3.412245 -0.032607 5.318592
H: 1.915842 -1.227416 3.915270
H: 0.515391 -0.182760 3.939588
H: 2.266834 -0.805353 1.505524
H: 0.597067 -1.351092 1.798290
H: -0.281310 0.908994 1.492843
H: 0.398577 1.411532 -0.831951
H: 1.800605 0.310632 -0.669003
H: 1.334859 -1.597005 -2.353269
H: 3.562506 -1.441867 -3.754369
H: 3.366923 0.342214 -5.650223
H: -4.028985 -0.085830 -3.951378
H: -5.573801 -1.188789 -2.240873
H: -5.973194 -2.019438 0.001780
H: -1.892363 -1.180598 0.960677
H: 2.609051 1.949055 1.153310
H: 1.150071 2.899719 1.234378
H: 2.350012 2.958980 3.367029
H: 0.775338 2.238897 3.566952

Atoms 1-6, force components in eV/Å:
C -0.7 0.6 -0.8
N 0.6 -0.5 -0.1
C 1.1 0.2 -0.9
C -0.1 0.2 0.0
C 2.1 0.1 0.9
C -0.3 0.9 0.2

Summary:
**Orbital gap**: 7.874 eV
**SMILES**: CN1CCC(COc2c(-c3cccs3)c(=O)[nH]c3ccc(Br)cc23)CC1
**LUMO energy**: -0.00984 Ha

=====

(3)
Here is 3 unconnected molecules or ions with the total composition C4H15N2O2 in a non-equilibrium geometry from the OMol25 dataset. Energies are from wB97M-V/def2-TZVPD.

CARTESIAN COORDINATES (ANGSTROEM)
C: -1.590034 -2.161450 0.118290
C: -0.823269 -1.449519 -0.958072
C: -1.362133 -0.040516 -1.208249
N: -0.972036 0.775226 -0.026498
C: -0.423500 1.971834 -0.227263
N: -0.072742 2.777332 0.748197
H: -1.131710 -2.965922 0.602014
H: -2.025379 -1.562963 0.947849
H: -2.541771 -2.529301 -0.310036
H: 0.342778 -1.606641 -0.715481
H: -0.898735 -2.052510 -1.903472
H: -0.938100 0.499515 -2.186513
H: -2.523621 0.070584 -1.287484
H: -1.021157 0.292041 0.912281
H: -0.363667 2.336912 -1.312468
H: 0.626619 3.521852 0.602241
H: -0.035236 2.432748 1.752214
H: 1.887855 0.114562 0.594178
H: 1.509919 0.793436 1.946169
O: 1.304378 0.765549 0.975676
H: 3.607690 -0.913096 1.077869
H: 4.054358 -0.217977 -0.184954
O: 3.389485 -0.851702 0.043521

Atoms 1-6, force components in eV/Å:
C -3.0 0.8 0.1
C 2.2 -1.4 -1.0
C -0.4 1.5 -1.1
N 0.1 1.3 -0.7
C -1.3 -1.0 -0.5
N 0.7 1.0 1.9

Summary:
**Orbital gap**: 11.140 eV
**LUMO energy**: -0.10883 Ha
**Net charge**: +1

=====

Calculated values (hartree) of calculated total energy for the records, taken in order: -9859.69186, -4006.90248, -421.11705.